A single C15H10F3N3O4S molecule in a non-equilibrium geometry. Source: the OMol25 dataset; level of theory: ωB97M-V with the def2-TZVPD basis set.

Each line ends with the Mulliken charge.
Atoms and positions in Å:
N (-1.0243, -1.2041, 2.9657)  -0.61
S (-1.5691, -2.2544, 1.7901)  1.28
O (-0.3730, -2.6202, 1.0395)  -0.58
O (-2.2660, -3.3795, 2.4104)  -0.70
C (-2.6903, -1.2726, 0.7420)  0.08
C (-3.9871, -1.7742, 0.5896)  -0.54
C (-4.8238, -1.1782, -0.3871)  -0.46
C (-4.3964, -0.1010, -1.1256)  -0.63
C (-3.1132, 0.4379, -0.8802)  -0.27
C (-2.2542, -0.1976, 0.0066)  0.19
N (-0.9531, 0.2848, 0.1650)  -0.59
C (0.0080, -0.1360, -0.6552)  1.19
C (0.0660, -1.2019, -1.7059)  0.18
O (-0.8069, -1.8995, -2.2452)  -0.63
N (1.3533, -1.2772, -2.1830)  -0.02
C (2.1424, -0.3652, -1.5074)  -0.32
C (3.5059, -0.1736, -1.7173)  -1.10
C (4.0851, 0.8710, -0.9763)  -0.12
C (3.3468, 1.6850, -0.0713)  0.23
O (4.0694, 2.7315, 0.4684)  -0.41
C (3.4232, 3.6375, 1.3560)  0.82
F (2.4304, 4.3141, 0.7238)  -0.23
F (4.3604, 4.5563, 1.7818)  -0.26
F (2.8914, 3.0029, 2.4120)  -0.21
C (1.9868, 1.3990, 0.0992)  0.00
C (1.3900, 0.3225, -0.5865)  -0.23
H (-0.7180, -0.3840, 2.4986)  0.34
H (-0.2687, -1.6721, 3.4169)  0.32
H (-4.3198, -2.6516, 1.2094)  0.38
H (-5.8127, -1.6212, -0.5039)  0.37
H (-5.0606, 0.3185, -1.8888)  0.37
H (-2.8013, 1.2991, -1.4385)  0.48
H (1.6420, -1.7955, -3.0114)  0.24
H (4.0481, -0.7815, -2.4351)  0.40
H (5.1140, 1.1107, -1.1098)  0.50
H (1.3751, 1.9703, 0.7535)  0.57

The structure (SMILES) is NS(=O)(=O)c1ccccc1/N=C1\C(=O)Nc2ccc(OC(F)(F)F)cc21. As for the total energy: -1740.61515 a.u. Its strongest force on any atom is 5.20 eV Å⁻¹. As for the net charge: 0. The value obtained for the energy relative to the best compared isomer or geometry (same formula, charge and spin) is 0.0 kcal per mole.

***

A molecular structure, C15H10N3O11Tl. Source: the OMol25 dataset; level of theory: ωB97M-V with the def2-TZVPD basis set.

Each line ends with the Mulliken charge.
Atoms and positions in Å:
Tl (0.5360, 1.4863, 0.1072)  0.76
O (0.2828, 0.7555, 3.6600)  -0.49
C (0.6284, -0.3109, 4.1119)  -0.37
C (1.6776, -1.2105, 3.6301)  0.92
C (1.9482, -2.2898, 4.4535)  -0.24
C (2.9652, -3.1885, 4.1717)  -0.23
C (3.7485, -3.0179, 3.0056)  -0.35
C (3.4918, -1.9856, 2.1658)  -0.58
C (2.4474, -0.9968, 2.4114)  -0.08
O (2.2661, -0.0660, 1.6144)  -0.61
N (3.2153, -4.2788, 5.0501)  0.95
O (4.0857, -5.0955, 4.7429)  -0.68
O (2.4968, -4.4324, 6.0383)  -0.68
H (0.1356, -0.6998, 5.0361)  0.20
H (1.3534, -2.4360, 5.3469)  0.37
H (4.5348, -3.7295, 2.7960)  0.43
H (4.0574, -1.8505, 1.2529)  0.40
O (-1.1329, -1.8317, -3.2108)  -0.75
C (-1.1459, -0.8759, -2.4195)  0.30
O (-0.4732, -0.6564, -1.3941)  -0.60
C (-2.1822, 0.2185, -2.7659)  0.12
C (-2.6511, 0.3251, -4.0720)  -0.67
C (-3.5781, 1.3035, -4.3780)  0.15
C (-4.1425, 2.1400, -3.4326)  -0.37
C (-3.6695, 1.9835, -2.1448)  0.08
C (-2.6723, 1.0868, -1.7972)  -0.71
N (-4.2770, 2.8341, -1.0936)  1.07
O (-3.8524, 2.7306, 0.0341)  -0.61
O (-5.2255, 3.5330, -1.4130)  -0.65
N (-4.0344, 1.4511, -5.7790)  1.04
O (-3.5706, 0.6999, -6.6116)  -0.63
O (-4.8901, 2.2866, -6.0137)  -0.65
H (-2.2771, -0.3687, -4.8101)  0.55
H (-4.8950, 2.8681, -3.6806)  0.57
H (-2.2619, 1.0609, -0.7964)  0.69
C (3.4225, 2.5113, -0.7542)  -0.57
O (2.1530, 2.2405, -1.2137)  -0.68
H (4.1404, 2.6737, -1.5804)  0.23
H (3.8587, 1.7048, -0.1378)  0.17
H (3.4863, 3.4270, -0.1298)  0.20

As for the total energy: -1741.83445 a.u. Its strongest force on any atom is 0.83 eV Å⁻¹. As for the net charge: -2. The value obtained for the energy relative to the best compared isomer or geometry (same formula, charge and spin) is 3.6 kcal per mole.

***

A molecular structure, C15H11BrClGaIN4O4 in a non-equilibrium geometry. Source: the OMol25 dataset; level of theory: ωB97M-V with the def2-TZVPD basis set.

Each line ends with the Mulliken charge.
Atoms and positions in Å:
Ga (-6.9651, -6.5956, 13.7972)  0.46
N (-8.7933, -6.5637, 15.0149)  -0.18
N (-8.4079, -7.2115, 16.2144)  -0.41
C (-7.3247, -8.1298, 16.1186)  0.49
O (-7.1247, -8.9483, 16.9365)  -0.52
O (-6.4639, -7.7064, 15.1666)  -0.60
H (-9.2519, -5.6943, 15.3227)  0.32
H (-9.5999, -7.1854, 14.7125)  0.36
H (-9.1363, -7.5300, 16.7721)  0.28
Cl (-9.5882, -4.3267, 7.8824)  -0.22
C (-8.8528, -5.2887, 9.1713)  0.10
C (-8.3946, -6.5565, 8.9234)  -0.26
C (-7.8479, -7.3445, 9.9590)  -0.29
I (-7.1897, -9.2676, 9.5025)  0.12
C (-7.6249, -6.8783, 11.2261)  0.49
O (-6.9975, -7.4860, 12.2454)  -0.45
C (-8.0872, -5.5399, 11.4672)  0.38
N (-7.8783, -5.0506, 12.6990)  -0.04
C (-8.1538, -3.7962, 13.0089)  -0.04
C (-8.8051, -2.9468, 12.0226)  -0.93
C (-8.9814, -3.4016, 10.7519)  -0.79
C (-8.6446, -4.7357, 10.4473)  0.36
H (-8.4836, -7.0225, 7.9269)  0.38
H (-7.8761, -3.4554, 14.0188)  0.46
H (-9.0279, -1.9240, 12.3362)  0.39
H (-9.4271, -2.7669, 10.0115)  0.46
O (-3.7064, -1.8949, 15.7845)  -0.49
C (-4.2389, -3.0809, 15.4383)  0.88
C (-5.0017, -3.8709, 16.3519)  -0.76
C (-5.6091, -4.9778, 15.7818)  -0.18
N (-5.5307, -5.3009, 14.4797)  0.08
C (-4.6491, -4.6700, 13.6779)  0.10
Br (-4.5333, -5.2300, 11.8400)  -0.02
C (-4.0052, -3.5530, 14.1500)  -0.46
H (-3.9654, -1.5604, 16.6240)  0.32
H (-5.0440, -3.6565, 17.4198)  0.39
H (-6.2351, -5.6050, 16.4174)  0.38
H (-3.3372, -3.0350, 13.4743)  0.44

As for the total energy: -6354.76455 a.u. Its strongest force on any atom is 3.41 eV Å⁻¹. As for the net charge: +1. The value obtained for the energy relative to the best compared isomer or geometry (same formula, charge and spin) is 12.7 kcal per mole.

***

A molecular structure, C15H11ClIrN3O6S3. Source: the OMol25 dataset; level of theory: ωB97M-V with the def2-TZVPD basis set.

Each line ends with the Mulliken charge.
Atoms and positions in Å:
Ir (0.2188, -0.1306, 0.7061)  1.40
N (-3.4784, -2.3725, 0.2307)  -0.58
C (-2.1617, -1.9912, 0.4600)  0.66
S (-1.8193, -1.0410, 1.8641)  -0.56
N (-1.2786, -2.4240, -0.3888)  -1.31
N (-0.0206, -1.9823, 0.0110)  0.76
C (0.9555, -2.7960, -0.1438)  -0.43
C (2.2843, -2.6135, 0.4033)  0.39
C (3.2955, -3.4773, -0.0226)  -0.68
C (4.5685, -3.4349, 0.5118)  -0.63
C (4.8293, -2.5049, 1.5229)  -0.34
C (3.8491, -1.6554, 1.9825)  -0.64
C (2.5418, -1.6702, 1.4431)  0.97
O (1.6382, -0.8923, 1.9553)  -0.66
H (-4.1287, -1.7085, 0.6207)  0.29
H (-3.6471, -2.5700, -0.7453)  0.26
H (0.7249, -3.7293, -0.6533)  0.34
H (3.0596, -4.1993, -0.7993)  0.31
H (5.3426, -4.1036, 0.1562)  0.36
H (5.8254, -2.4412, 1.9494)  0.32
H (4.0523, -0.9181, 2.7482)  0.39
Cl (-4.2429, 5.0580, -2.8041)  -0.31
C (-3.3387, 3.7159, -2.1104)  0.11
C (-3.0142, 2.6143, -2.9034)  -0.53
C (-2.2984, 1.5832, -2.3589)  -0.49
C (-1.8543, 1.5600, -0.9952)  0.04
O (-1.1558, 0.5425, -0.6726)  -0.88
C (-2.2531, 2.6821, -0.1999)  1.42
C (-2.0719, 2.8550, 1.2520)  -0.36
O (-1.8163, 2.0309, 2.0888)  -0.35
C (-2.9545, 3.7389, -0.7960)  -0.95
H (-3.3125, 2.5890, -3.9448)  0.35
H (-2.0031, 0.7332, -2.9610)  0.40
H (-2.3034, 3.9017, 1.5664)  0.10
H (-3.2154, 4.5909, -0.1774)  0.24
O (3.2416, 2.5236, 0.7270)  -0.65
S (1.8804, 2.2734, 0.2992)  1.05
O (0.9938, 1.7614, 1.4054)  -0.64
O (1.2669, 3.3871, -0.3980)  -0.63
S (1.8004, 0.5149, -0.8292)  -0.54

As for the total energy: -2953.13886 a.u. Its strongest force on any atom is 0.77 eV Å⁻¹. As for the net charge: -2. The value obtained for the energy relative to the best compared isomer or geometry (same formula, charge and spin) is 12.9 kcal per mole.

***

A single C15H11ClN2S2 molecule in a non-equilibrium geometry. Source: the OMol25 dataset; level of theory: ωB97M-V with the def2-TZVPD basis set.

Each line ends with the Mulliken charge.
Atoms and positions in Å:
Cl (-1.9102, -3.4647, 2.2312)  -0.22
C (-0.6638, -2.2818, 2.0535)  0.49
C (0.3967, -2.5279, 1.1934)  -0.94
C (1.3837, -1.5736, 1.0451)  -0.07
C (1.3289, -0.3766, 1.7525)  0.40
C (2.3604, 0.6746, 1.5168)  -1.33
S (2.1820, 1.3277, -0.2021)  -0.11
C (0.5105, 1.8046, -0.1403)  0.75
S (-0.1969, 2.8324, 1.0549)  0.11
N (-1.6737, 2.7182, 0.3121)  -0.55
N (-1.6633, 2.0165, -0.7279)  -0.17
C (-0.4817, 1.4679, -1.0460)  -0.41
C (-0.3004, 0.5668, -2.1930)  0.12
C (0.0465, 1.0681, -3.4404)  -0.18
C (0.2292, 0.2025, -4.5038)  -0.61
C (0.0705, -1.1614, -4.3260)  -0.37
C (-0.2754, -1.6618, -3.0819)  -0.77
C (-0.4616, -0.8020, -2.0150)  -0.10
C (0.2617, -0.1497, 2.6131)  -0.09
C (-0.7346, -1.0969, 2.7678)  -0.81
H (0.4419, -3.4536, 0.6419)  0.43
H (2.2003, -1.7488, 0.3602)  0.40
H (2.2711, 1.5113, 2.2086)  0.44
H (3.3734, 0.2755, 1.5421)  0.45
H (0.1710, 2.1326, -3.5731)  0.45
H (0.4980, 0.5945, -5.4734)  0.38
H (0.2160, -1.8349, -5.1575)  0.39
H (-0.4017, -2.7250, -2.9412)  0.40
H (-0.7327, -1.1850, -1.0418)  0.61
H (0.2058, 0.7733, 3.1717)  0.46
H (-1.5638, -0.9135, 3.4323)  0.43

The structure (SMILES) is Clc1ccc(CSc2snnc2-c2ccccc2)cc1. As for the total energy: -1944.26119 a.u. Its strongest force on any atom is 1.80 eV Å⁻¹. As for the net charge: 0.

***

A molecular structure, C15H11N3O6RuS4 in a non-equilibrium geometry. Source: the OMol25 dataset; level of theory: ωB97M-V with the def2-TZVPD basis set.

Each line ends with the Mulliken charge.
Atoms and positions in Å:
Ru (0.3983, 0.2025, -0.1471)  0.64
C (4.9227, -2.1727, -1.5983)  -0.88
S (5.0156, -0.7573, -0.4884)  -0.04
C (3.3180, -0.3481, -0.2387)  0.56
S (2.1272, -0.8225, -1.3668)  -0.30
N (3.1847, 0.3802, 0.8481)  -1.64
N (1.8780, 0.7600, 1.0297)  1.15
C (1.5668, 1.4677, 2.0554)  -0.82
C (0.1316, 1.7212, 2.2629)  1.08
C (-0.3692, 2.3739, 3.3749)  -1.01
C (-1.7466, 2.4714, 3.5235)  -0.19
C (-2.5762, 1.9291, 2.5578)  -0.93
C (-2.0061, 1.3060, 1.4563)  -0.29
N (-0.6901, 1.2102, 1.3195)  0.30
H (5.9496, -2.3755, -1.9001)  0.33
H (4.3285, -1.9474, -2.4799)  0.31
H (4.5106, -3.0374, -1.0833)  0.31
H (2.3277, 1.8258, 2.7388)  0.37
H (0.3088, 2.7819, 4.1116)  0.44
H (-2.1642, 2.9583, 4.3951)  0.40
H (-3.6521, 1.9806, 2.6442)  0.39
H (-2.5902, 0.8708, 0.6544)  0.58
O (-2.6187, -5.1207, 0.2003)  -0.59
C (-2.1394, -4.0194, 0.2451)  0.42
C (-2.5675, -2.8036, -0.5870)  -0.07
O (-3.6065, -2.6741, -1.1978)  -0.65
C (-1.4731, -1.8548, -0.4079)  0.50
C (-0.6185, -2.2484, 0.6181)  0.93
O (0.3163, -1.4341, 1.0080)  -0.73
C (-0.9574, -3.5744, 1.1230)  -0.02
O (-0.4611, -4.2154, 2.0241)  -0.65
O (-1.2702, -0.7273, -1.0034)  -0.53
C (-1.9592, 1.4951, -3.7342)  -0.90
O (-1.0666, 1.5431, -2.6239)  -0.10
C (-0.1370, 2.4818, -2.5526)  0.34
S (0.0467, 3.6882, -3.6619)  -0.36
S (0.8663, 2.2660, -1.1349)  -0.30
H (-2.5610, 0.6089, -3.5523)  0.21
H (-1.3989, 1.4115, -4.6647)  0.37
H (-2.5674, 2.3988, -3.7676)  0.34

As for the total energy: -2881.66068 a.u. The spin multiplicity is 2. Its strongest force on any atom is 1.36 eV Å⁻¹. As for the net charge: -1. As for the expectation value of S²: 0.7608. The value obtained for the energy relative to the best compared isomer or geometry (same formula, charge and spin) is 0.0 kcal per mole.